Record 1
{"formula": "C30H29BrCdN4OS4", "method": "the ωB97M-V functional and the def2-TZVPD basis", "gap_ev": 5.83, "charge": -2, "lumo_energy_ev": 3.9, "multiplicity": 1, "elements": ["Cd", "S", "C", "C", "N", "C", "S", "C", "N", "C", "C", "C", "C", "C", "C", "C", "Br", "C", "O", "C", "C", "C", "C", "C", "C", "H", "H", "H", "H", "H", "H", "H", "H", "H", "H", "H", "H", "H", "H", "H", "H", "H", "H", "H", "H", "S", "C", "C", "C", "C", "C", "N", "H", "H", "H", "H", "S", "C", "N", "C", "C", "C", "C", "C", "C", "H", "H", "H", "H", "H"], "positions_angstrom": [[-1.61, -1.73, -0.45], [-2.42, -1.99, 1.98], [-4.02, -2.63, 1.74], [-4.68, -3.06, 2.95], [-5.20, -3.39, 3.92], [-4.69, -2.74, 0.56], [-4.13, -2.25, -1.02], [-6.01, -3.31, 0.57], [-7.06, -3.79, 0.56], [-0.61, 5.75, 2.05], [0.70, 5.15, 1.52], [1.79, 5.38, 2.57], [1.10, 5.91, 0.24], [0.52, 3.66, 1.21], [-0.45, 3.25, 0.29], [-0.60, 1.92, -0.01], [-1.94, 1.43, -1.27], [0.18, 0.87, 0.55], [0.04, -0.37, 0.22], [1.17, 1.30, 1.49], [1.30, 2.66, 1.78], [2.07, 0.26, 2.17], [1.21, -0.75, 2.94], [3.03, 0.90, 3.17], [2.92, -0.48, 1.12], [-0.49, 6.81, 2.28], [-0.91, 5.23, 2.97], [-1.42, 5.64, 1.33], [1.88, 6.46, 2.76], [2.76, 5.02, 2.22], [1.55, 4.88, 3.51], [1.23, 6.98, 0.44], [0.35, 5.79, -0.54], [2.05, 5.51, -0.15], [-1.10, 3.97, -0.20], [2.06, 2.95, 2.49], [0.58, -0.25, 3.68], [1.85, -1.48, 3.45], [0.56, -1.30, 2.26], [2.49, 1.42, 3.98], [3.71, 1.61, 2.69], [3.64, 0.11, 3.63], [2.29, -0.95, 0.37], [3.52, -1.25, 1.61], [3.60, 0.22, 0.62], [1.69, -3.10, -1.66], [0.54, -4.23, -1.11], [0.92, -5.59, -0.87], [-0.01, -6.53, -0.51], [-1.35, -6.16, -0.35], [-1.65, -4.83, -0.54], [-0.76, -3.89, -0.90], [1.96, -5.84, -1.01], [0.30, -7.56, -0.33], [-2.12, -6.86, -0.06], [-2.67, -4.49, -0.41], [-1.97, -1.95, -5.52], [-2.36, -1.98, -3.82], [-1.50, -1.42, -3.05], [-0.43, -0.90, -3.77], [0.67, -0.24, -3.22], [1.65, 0.22, -4.07], [1.56, 0.03, -5.46], [0.49, -0.63, -6.02], [-0.51, -1.09, -5.15], [-3.27, -2.46, -3.47], [0.74, -0.12, -2.14], [2.52, 0.73, -3.66], [2.36, 0.39, -6.10], [0.42, -0.79, -7.09]]}

---

Record 2
{"formula": "C4H11N2S", "method": "the ωB97M-V functional and the def2-TZVPD basis", "gap_ev": 9.08, "charge": 1, "lumo_energy_ev": -3.5, "smiles": "CN[C@H]1S[C@@H]1[NH2+]C", "multiplicity": 1, "elements": ["C", "C", "C", "C", "N", "N", "S", "H", "H", "H", "H", "H", "H", "H", "H", "H", "H", "H"], "positions_angstrom": [[0.67, 0.80, 0.10], [-0.43, -0.21, 0.04], [1.15, 0.81, -2.50], [-1.73, -0.98, 1.98], [1.68, 0.87, -1.07], [-0.47, -1.10, 1.20], [-1.17, 1.45, 0.23], [1.20, 1.13, 0.95], [-0.76, -0.73, -0.96], [1.73, 0.01, -2.97], [0.05, 0.52, -2.46], [1.27, 1.78, -3.00], [-1.59, -1.59, 2.80], [-1.73, 0.10, 2.33], [-2.69, -1.32, 1.54], [2.64, 1.40, -0.87], [-0.21, -2.06, 0.94], [0.41, -0.87, 1.72]]}

---

Record 3
{"formula": "H6O3", "method": "the ωB97M-V functional and the def2-TZVPD basis", "gap_ev": [3.23, 11.08], "charge": -1, "lumo_energy_ev": [4.2, 4.2], "multiplicity": 2, "elements": ["O", "H", "H", "O", "H", "H", "O", "H", "H"], "positions_angstrom": [[14.86, 0.48, -4.16], [15.25, -0.19, -4.72], [13.97, 0.58, -4.49], [15.73, -1.55, -5.83], [16.65, -1.57, -5.58], [15.56, -2.42, -6.21], [18.51, -0.63, -6.30], [19.13, -0.57, -5.57], [18.89, -1.28, -6.89]]}

---

Record 4
{"formula": "C3H10O2S", "method": "the ωB97M-V functional and the def2-TZVPD basis", "gap_ev": 9.71, "lumo_energy_ev": 0.7, "smiles": "OCCCS.O", "multiplicity": 1, "elements": ["C", "O", "C", "C", "S", "H", "H", "H", "H", "H", "H", "H", "H", "H", "H", "O"], "positions_angstrom": [[-0.21, 0.14, 1.50], [-0.91, -1.01, 1.98], [0.77, -0.21, 0.35], [0.75, 0.87, -0.71], [2.27, 0.74, -1.67], [-0.97, 0.77, 1.05], [0.30, 0.57, 2.35], [-0.43, -1.81, 1.75], [1.75, -0.43, 0.78], [0.48, -1.21, 0.01], [0.67, 1.84, -0.21], [-0.12, 0.74, -1.34], [1.85, 1.23, -2.85], [-2.16, -0.68, -0.22], [-1.98, -1.18, -1.64], [-2.07, -0.37, -1.13]]}

---

Record 5
{"formula": "C4H12NP2", "method": "the ωB97M-V functional and the def2-TZVPD basis", "gap_ev": [7.57, 6.96], "charge": 1, "lumo_energy_ev": [-4.9, -5.3], "multiplicity": 1, "elements": ["C", "C", "C", "C", "N", "P", "P", "H", "H", "H", "H", "H", "H", "H", "H", "H", "H", "H", "H"], "positions_angstrom": [[-0.06, -2.73, 0.32], [-0.29, 0.21, 1.46], [-1.68, 1.45, -1.01], [0.04, -0.02, 0.02], [-0.24, 1.15, -0.85], [0.00, -1.57, -0.87], [2.86, 0.45, -0.15], [-0.10, -3.77, 0.03], [-0.08, -2.54, 1.38], [-0.12, 1.25, 1.74], [0.33, -0.41, 2.09], [-1.33, -0.04, 1.68], [-2.20, 0.57, -1.39], [-2.11, 1.73, -0.05], [-1.82, 2.27, -1.72], [0.15, 0.93, -1.78], [0.24, 1.98, -0.49], [3.28, -0.48, 0.80], [3.11, -0.44, -1.20]]}

---

Record 6
{"formula": "C28H36NO3", "method": "the ωB97M-V functional and the def2-TZVPD basis", "gap_ev": 8.76, "charge": 1, "lumo_energy_ev": -1.8, "smiles": "COc1cc(OC)c(OC)cc1CC[C@H](C)[NH2+]CCC(c1ccccc1)c1ccccc1", "multiplicity": 1, "elements": ["C", "H", "H", "H", "O", "C", "C", "C", "C", "C", "C", "C", "H", "H", "C", "H", "C", "C", "H", "H", "H", "N", "H", "C", "C", "H", "H", "C", "C", "C", "C", "C", "C", "C", "H", "H", "H", "H", "H", "C", "C", "C", "C", "C", "C", "H", "H", "H", "H", "H", "H", "H", "H", "H", "H", "H", "H", "O", "C", "H", "H", "H", "O", "C", "H", "H", "H", "H"], "positions_angstrom": [[1.74, 1.82, 1.45], [0.79, 2.34, 1.61], [2.33, 2.36, 0.71], [2.29, 1.79, 2.39], [1.42, 0.52, 1.00], [2.53, -0.32, 0.81], [3.19, -0.84, 1.92], [4.25, -1.71, 1.76], [4.66, -2.07, 0.45], [3.99, -1.54, -0.63], [2.92, -0.66, -0.48], [2.23, -0.10, -1.69], [2.98, 0.15, -2.45], [1.71, 0.83, -1.44], [1.25, -1.10, -2.33], [1.82, -1.92, -2.77], [0.25, -1.72, -1.34], [-0.76, -2.59, -2.08], [-0.23, -3.29, -2.72], [-1.37, -3.16, -1.39], [-1.41, -1.98, -2.71], [-0.45, -0.62, -0.62], [-0.91, 0.00, -1.31], [-1.48, -1.02, 0.36], [-1.95, 0.18, 1.17], [-1.18, 0.47, 1.89], [-2.83, -0.13, 1.74], [-2.28, 1.41, 0.30], [-3.14, 2.44, 1.01], [-4.25, 2.10, 1.77], [-5.02, 3.09, 2.37], [-4.70, 4.42, 2.20], [-3.60, 4.77, 1.43], [-2.83, 3.78, 0.84], [-1.98, 4.07, 0.24], [-3.34, 5.81, 1.29], [-5.30, 5.19, 2.66], [-5.87, 2.81, 2.96], [-4.53, 1.07, 1.93], [-2.93, 1.01, -1.01], [-2.29, 1.32, -2.22], [-2.84, 0.93, -3.43], [-4.04, 0.23, -3.46], [-4.68, -0.07, -2.27], [-4.13, 0.32, -1.06], [-4.65, 0.09, -0.14], [-5.62, -0.60, -2.28], [-4.47, -0.07, -4.40], [-2.34, 1.19, -4.35], [-1.38, 1.91, -2.21], [-1.34, 1.91, 0.05], [-2.33, -1.46, -0.18], [-1.06, -1.78, 1.02], [0.27, -0.06, -0.08], [0.79, -2.31, -0.60], [0.70, -0.61, -3.14], [4.30, -1.80, -1.63], [5.70, -2.93, 0.39], [6.20, -3.31, -0.87], [7.04, -3.96, -0.66], [6.56, -2.44, -1.44], [5.45, -3.85, -1.45], [4.96, -2.27, 2.77], [4.64, -1.93, 4.10], [3.62, -2.23, 4.36], [5.35, -2.47, 4.71], [4.76, -0.85, 4.28], [2.85, -0.55, 2.90]]}

---

Results for E_tot: -157541.242; -18132.577; -6238.963; -18202.836; -24399.869; -37246.978 (in eV, following the order of the records).
Results for ΔE to the lowest compared entry with this formula, charge and spin: 0.0; 67.8; 4.6; 5.3; 55.7; 2.6 (in kcal/mol, following the order of the records).